# 1
Computed, not measured: a molecular structure, C21H14Br2N3Pt, with the ωB97M-V functional and the def2-TZVPD basis.

Structure (XYZ):
```
41
Properties=species:S:1:pos:R:3:forces:R:3:lowdin_charge:R:1
Pt -0.018199 0.450833 -0.669276 1.51 -1.03 0.60 1.4179
Br -1.479553 6.311481 2.188965 0.48 -1.23 -0.71 0.9229
C -0.840672 4.770375 1.248818 -0.56 1.15 0.29 -0.5761
C -1.146321 4.593268 -0.105343 0.35 -0.20 0.13 -0.0266
C -0.675427 3.453606 -0.733880 -0.82 0.59 -0.49 -0.0712
N 0.024046 2.512534 -0.095259 -0.23 -1.64 0.15 -0.0636
C 0.403232 2.714182 1.191323 -0.37 0.68 0.90 -0.1880
C -0.041265 3.831163 1.897056 0.39 -0.65 -0.34 0.0004
C 1.299950 1.695703 1.755852 0.01 0.48 0.67 -0.1794
C 2.016589 1.867000 2.940334 -0.23 -0.20 -0.67 0.0069
C 2.895998 0.867717 3.348864 0.72 -0.22 1.07 -0.5770
Br 3.883685 1.051829 4.979723 -0.75 -0.10 -1.23 0.9182
C 3.051077 -0.277718 2.563584 -0.24 0.50 -0.04 -0.0266
C 2.302774 -0.375094 1.404467 0.37 -0.98 -0.19 -0.0586
N 1.453294 0.572843 1.024218 -1.63 0.23 -1.58 0.0188
H -1.732962 5.322151 -0.648061 0.08 -0.02 -0.07 0.1365
H -0.860267 3.297831 -1.792909 -0.13 -0.10 0.12 0.1405
H 0.206535 3.962750 2.939820 0.08 0.02 0.00 0.1274
H 1.921782 2.766260 3.528228 -0.07 0.10 -0.03 0.1286
H 3.742948 -1.057083 2.845176 0.00 -0.09 -0.09 0.1358
H 2.406493 -1.235182 0.753619 -0.06 -0.01 0.06 0.1387
C 1.849835 -2.515692 -3.627208 -0.43 0.14 0.33 0.0288
C 1.134511 -3.670294 -3.342993 0.33 0.33 -0.20 0.0287
C 0.100808 -3.616064 -2.424214 -0.30 0.93 0.53 0.0640
C -0.214260 -2.394939 -1.800157 0.61 -1.10 -0.52 -0.2114
N 0.548665 -1.296254 -2.046858 -1.54 0.43 2.19 -0.0077
C 1.532530 -1.345091 -2.924782 0.89 0.19 -0.78 -0.0674
C -1.364643 -2.200387 -0.942115 -0.21 -0.01 0.17 -0.1466
C -2.337020 -3.195031 -0.714678 0.88 0.75 -0.41 0.0369
C -3.504589 -2.889963 -0.055044 -0.37 0.45 0.42 0.0297
C -3.748621 -1.590393 0.411500 0.53 0.02 -0.38 0.0149
C -2.769422 -0.606137 0.260341 -0.40 0.68 0.89 -0.0563
C -1.590737 -0.895022 -0.391174 1.10 -0.27 -1.00 -0.1330
H 2.631747 -2.513423 -4.373461 0.06 0.13 0.08 0.1391
H 1.373307 -4.597190 -3.845041 0.01 -0.06 -0.01 0.1448
H -0.460007 -4.507866 -2.194759 -0.11 -0.01 0.00 0.1308
H 2.095535 -0.436478 -3.109044 -0.03 0.00 0.10 0.1369
H -2.187424 -4.196159 -1.090880 0.04 0.00 -0.08 0.1326
H -4.249562 -3.657354 0.102066 -0.03 -0.05 0.03 0.1453
H -4.689349 -1.357132 0.889816 0.02 0.14 0.01 0.1398
H -2.965041 0.384422 0.653367 0.02 0.03 0.09 0.1245
```
Forces are in eV/Å.

Spin multiplicity: 1
Charge: +3
Highest occupied orbital energy (alpha / beta) (eV): -18.143 / -18.142
Strongest force on any atom (eV/Å): 2.715
HOMO-LUMO gap (alpha / beta) (eV): 4.45 / 4.45
LUMO energy (alpha / beta) (eV): -13.688 / -13.695
Energy (eV): -169775.2614

# 2
Computed, not measured: a molecular structure, C21H14BrN4O7S2Tc, with the ωB97M-V functional and the def2-TZVPD basis.

Structure (XYZ):
```
50
Properties=species:S:1:pos:R:3:forces:R:3:lowdin_charge:R:1
Tc 0.218300 -0.146300 -0.270900 2.30 0.52 -1.81 1.5129
S -0.688000 2.024000 -0.699100 0.69 -0.82 -0.18 0.6734
C -1.848900 2.479000 0.554600 -0.48 -0.44 0.07 -1.1092
S -3.071300 1.385500 0.966100 -0.28 0.16 0.14 0.5913
C -1.781500 3.752600 1.081100 0.31 -0.55 -0.45 -0.4227
C -0.793500 4.680200 0.722200 0.63 0.50 -0.20 -0.2842
N -0.006800 5.483800 0.476900 0.21 0.17 -0.12 0.1398
C -2.691300 4.197000 2.047700 -0.58 0.01 0.61 -0.2906
N -3.399500 4.564700 2.877100 -0.19 0.14 0.19 0.1392
C -0.940300 1.029200 3.834000 0.19 0.06 -0.22 0.0255
C -0.750300 0.087800 2.676800 -0.90 -0.20 1.09 -0.5138
O -0.008100 0.373500 1.739700 0.23 -0.24 -0.87 -0.1249
N -1.420500 -1.073600 2.759500 0.13 0.04 -0.12 0.0936
C -1.262100 -2.151300 1.799300 0.26 0.13 -0.20 -0.0928
C -2.066100 -1.950100 0.536200 0.15 -0.31 0.16 -0.2393
C -3.170700 -2.744900 0.280400 -0.04 0.13 -0.09 -0.0037
C -3.921700 -2.535900 -0.865400 0.28 0.32 0.01 -0.0313
C -3.567000 -1.480200 -1.691000 -0.08 -0.30 0.16 -0.0297
C -2.447500 -0.737800 -1.381900 -0.01 0.24 -0.29 -0.1601
N -1.671600 -0.992300 -0.320400 -0.83 -0.74 0.08 -0.1003
H -0.106100 1.723600 3.868900 0.04 0.01 0.00 0.1002
H -1.012600 0.481000 4.769400 0.01 -0.03 0.08 0.0843
H -1.855900 1.602000 3.678700 -0.04 -0.01 -0.11 0.0729
H -2.140100 -1.162800 3.458800 0.12 0.17 -0.03 0.1532
H -1.569400 -3.076500 2.286800 0.07 0.04 -0.09 0.1324
H -0.200200 -2.220600 1.545000 -0.10 -0.19 0.01 0.1113
H -3.421400 -3.538700 0.967400 0.00 -0.01 0.09 0.1140
H -4.757600 -3.175300 -1.102500 -0.12 -0.02 0.00 0.1106
H -4.141600 -1.238800 -2.570100 0.02 0.05 -0.09 0.1137
H -2.138700 0.086900 -2.010000 0.04 -0.09 0.05 0.0873
O 1.150800 -2.114600 -3.725300 -0.25 0.89 -0.01 0.1072
C 0.893900 -1.751800 -2.605100 1.45 -4.33 0.87 -0.5400
O 0.409600 -0.656700 -2.198600 -1.85 3.89 0.92 -0.1650
C 1.123300 -2.763500 -1.341900 -0.11 0.20 -3.28 -0.5745
O 1.400800 -3.918500 -1.562500 0.13 -0.19 0.48 0.0753
O 0.918100 -2.165800 -0.258900 -0.52 0.89 2.64 -0.1373
Br 8.099900 -0.923800 1.863000 -0.10 0.01 -0.04 0.6976
C 6.703600 -0.345500 0.698700 0.21 -0.06 0.10 -0.6705
C 7.048500 0.143300 -0.550000 -0.05 0.00 0.01 -0.1358
C 6.042700 0.583200 -1.395500 0.07 -0.01 -0.01 -0.0679
C 4.719900 0.519300 -0.997000 -0.09 0.00 0.12 -0.0093
C 4.394300 0.010800 0.255200 -0.12 0.03 -0.22 -0.1141
C 5.391500 -0.426500 1.116400 -0.11 0.02 -0.01 -0.0602
C 2.944900 -0.117000 0.651400 1.18 -1.12 1.53 -0.5799
O 2.611100 -0.705800 1.670700 0.30 0.32 -0.33 0.0611
O 2.139500 0.435600 -0.174500 -2.29 0.70 -0.54 -0.1723
H 8.082500 0.172100 -0.858200 0.07 0.03 0.02 0.0946
H 6.301300 0.974400 -2.367800 0.00 0.02 -0.10 0.1046
H 3.918700 0.853600 -1.639300 0.03 0.02 -0.08 0.1197
H 5.116900 -0.822200 2.081600 0.00 -0.05 0.07 0.1135
```
Forces are in eV/Å.

Spin multiplicity: 2
Charge: -1
Highest occupied orbital energy (alpha / beta) (eV): -5.291 / -5.244
Strongest force on any atom (eV/Å): 4.646
HOMO-LUMO gap (alpha / beta) (eV): 5.08 / 5.19
LUMO energy (alpha / beta) (eV): -0.214 / -0.058
Energy (eV): -136212.1213

# 3
Computed, not measured: a molecular structure, C21H14Co2O9, with the ωB97M-V functional and the def2-TZVPD basis.

Structure (XYZ):
```
46
Properties=species:S:1:pos:R:3:forces:R:3:lowdin_charge:R:1
C -0.645516 1.509354 -3.056785 -0.27 1.07 -0.11 -0.0816
C -0.453759 0.115760 -2.587410 -0.04 -2.82 -0.91 -0.1706
C -1.698319 -0.701958 -2.911675 1.49 0.96 0.20 -0.4086
O -2.764621 -0.136964 -3.090458 -0.62 -0.11 -0.07 0.0117
C -1.625664 -2.214105 -3.151010 -0.19 -0.03 0.61 -0.1090
C -0.247724 -2.672177 -3.555165 0.88 0.52 0.62 -0.1659
O 0.820180 -1.969002 -2.846579 -0.36 -0.90 -0.64 -0.0476
C 0.845566 -0.589902 -2.930230 -0.85 1.97 -0.21 -0.4849
O 1.875504 -0.013037 -3.237339 -0.80 -1.44 -0.17 0.0576
H 0.300048 2.031018 -3.187170 -0.13 -0.15 0.04 0.0629
H -1.202562 1.529693 -4.005134 0.06 -0.01 0.03 0.0783
H -1.265341 2.067984 -2.343328 0.17 -0.06 -0.29 0.0574
H -1.972110 -2.732239 -2.231300 0.21 0.34 -0.53 0.1073
H -2.320180 -2.457731 -3.961838 -0.10 0.15 0.19 0.1126
H -0.082478 -3.713463 -3.279550 0.02 -0.05 -0.14 0.1108
H -0.129412 -2.573822 -4.647849 0.26 0.14 0.28 0.1183
O 2.739504 -1.425706 0.211922 -0.98 0.93 0.10 0.0959
C 1.826715 -0.751627 -0.045730 1.04 -1.01 -0.98 -0.1075
Co 0.403509 0.267532 -0.276346 1.08 -1.81 -3.74 0.1390
C 1.534923 1.861841 -0.968515 -0.54 -1.92 1.68 -0.3407
O 2.044775 2.225330 -1.976561 0.68 0.94 -0.71 0.0281
C -0.785900 -1.059724 -0.291118 0.36 -1.71 1.39 -0.1532
O -1.402920 -2.029974 -0.122085 0.33 1.19 -0.57 0.1012
C 0.220790 0.598345 1.588087 1.12 1.78 1.93 -0.2631
C 0.663628 -0.196451 2.749444 -0.41 0.77 -1.46 -0.1905
C 0.594225 -1.593873 2.697953 0.02 -0.20 0.47 -0.0503
C 1.130850 -2.357545 3.721245 -0.05 0.32 0.18 -0.1085
C 1.713070 -1.722319 4.817778 0.41 -0.01 0.47 -0.1427
C 1.753366 -0.321306 4.895358 -0.29 -0.41 -0.17 -0.1193
C 1.199284 0.441101 3.877132 0.27 -0.48 0.00 -0.0408
C 0.403448 1.820142 1.001528 2.29 -2.18 1.79 -0.3270
C 1.443617 2.584982 0.315246 1.16 1.88 0.52 -0.1722
Co -1.346826 1.593367 1.110358 -4.88 2.03 -0.58 0.0399
C -2.674313 0.653825 0.418535 -1.26 -0.87 -0.34 -0.1870
O -3.637514 0.192658 -0.023406 0.47 0.32 0.30 0.0864
C -2.033503 2.203176 2.606979 0.02 0.29 1.31 -0.1728
O -2.509854 2.660437 3.559285 -0.06 -0.09 -0.28 0.0431
C -1.494705 2.952323 0.027954 -0.86 0.89 -0.67 -0.1756
O -1.622765 3.886712 -0.652896 0.38 -0.76 0.74 0.0835
H 0.106895 -2.090336 1.869097 0.17 0.16 -0.08 0.0925
H 1.099512 -3.444089 3.654282 0.02 0.17 0.10 0.0913
H 2.165227 -2.320633 5.615981 -0.16 0.20 -0.23 0.0775
H 2.210190 0.179406 5.744719 -0.02 -0.14 0.01 0.0828
H 1.218219 1.521714 3.907372 -0.01 0.06 -0.02 0.1082
H 1.180788 3.642662 0.153940 0.15 0.04 0.10 0.1081
H 2.422173 2.548634 0.835275 -0.19 0.04 -0.14 0.1246
```
Forces are in eV/Å.

Spin multiplicity: 1
Charge: -2
Highest occupied orbital energy (eV): 0.570
Strongest force on any atom (eV/Å): 5.314
ΔE to the lowest compared entry with this formula, charge and spin (kcal/mol): 71.89
HOMO-LUMO gap (eV): 4.48
LUMO energy (eV): 5.051
Energy (eV): -115680.7455

# 4
Computed, not measured: a molecular structure, C21H14Co2O9, with the ωB97M-V functional and the def2-TZVPD basis.

Structure (XYZ):
```
46
Properties=species:S:1:pos:R:3:forces:R:3:lowdin_charge:R:1
C 2.389677 -0.959704 2.275118 -0.27 0.24 0.34 -0.0611
C 0.864186 -1.022209 2.225226 -0.43 2.79 -3.86 -0.2546
C 0.291995 0.410663 2.360010 0.80 -1.05 -0.75 -0.4701
O 0.899506 1.265685 3.050858 0.06 0.15 -0.69 -0.0815
C -0.688112 0.913700 1.289224 0.42 0.02 0.30 -0.1125
C -1.477990 -0.169179 0.618868 0.11 -0.84 -0.09 -0.1679
O -0.680061 -1.332949 0.243858 -0.30 0.60 -0.13 -0.0030
C 0.454894 -1.682634 0.905419 1.19 1.11 0.86 -0.4822
O 1.163374 -2.532804 0.393463 -0.44 0.19 -0.44 0.0583
H 2.820556 -1.878358 1.874100 0.10 0.21 0.12 0.0710
H 2.703360 -0.124241 1.632720 0.09 -0.07 0.16 0.0928
H 2.722039 -0.738296 3.295352 0.14 -0.17 -0.38 0.0540
H -1.368731 1.621915 1.773933 0.05 -0.01 -0.11 0.1194
H -0.098926 1.465922 0.538706 0.01 -0.04 0.20 0.1188
H -2.312133 -0.504283 1.245872 0.27 -0.12 -0.13 0.0967
H -1.888267 0.187168 -0.330013 0.01 -0.08 -0.01 0.1123
O -2.070139 -3.159449 2.173852 -0.16 -0.94 -0.63 0.0728
C -1.008064 -2.804424 2.582924 0.74 2.16 2.43 -0.2470
Co -0.538591 -1.142057 3.535335 -1.60 -0.49 0.45 0.2103
C 0.318056 -3.661770 2.712870 -0.44 -1.19 -0.47 -0.3152
O 0.468005 -4.697713 2.114719 0.16 0.11 0.42 0.0870
C -2.094333 -0.453503 3.635772 -1.65 1.42 -0.40 -0.1949
O -3.127060 0.056795 3.805832 0.37 -0.50 -0.01 0.0801
C -0.569466 -1.983036 5.238615 -0.29 -3.23 -2.20 -0.2947
C -1.500885 -2.894214 5.889621 0.26 0.15 0.07 -0.1857
C -2.886684 -2.833213 5.653428 0.18 -0.20 0.32 -0.0186
C -3.748736 -3.655374 6.372178 0.26 -0.05 0.01 -0.1041
C -3.241835 -4.557655 7.313754 0.04 -0.04 0.00 -0.1363
C -1.860172 -4.647459 7.525019 -0.05 0.22 -0.24 -0.1131
C -0.991467 -3.818481 6.815291 -0.49 -0.22 0.17 -0.0388
C 0.668868 -2.070388 4.554305 -2.19 -2.65 -0.36 -0.3584
C 1.294672 -3.094865 3.747280 0.92 -2.40 1.18 -0.1316
Co 0.572866 -0.683301 5.636307 2.22 5.08 3.54 0.1112
C -0.295951 0.859241 5.228811 -0.74 0.87 0.05 -0.1440
O -0.814798 1.892338 5.293689 0.56 -0.90 -0.04 0.0991
C 0.302887 -0.732702 7.348025 -0.18 -0.19 1.08 -0.1626
O 0.092577 -0.780197 8.486679 0.10 0.05 -0.59 0.0768
C 2.259541 -0.263789 5.597699 1.36 0.96 0.32 -0.1491
O 3.364121 0.061274 5.722975 -0.76 -0.51 -0.25 0.0853
H -3.277856 -2.126821 4.922907 0.16 -0.27 0.22 0.0912
H -4.820366 -3.578372 6.183510 0.20 -0.12 0.13 0.0903
H -3.923012 -5.193783 7.878329 0.12 0.09 -0.09 0.0773
H -1.446034 -5.356033 8.242005 -0.18 0.08 -0.08 0.0850
H 0.089553 -3.863713 6.974858 -0.36 0.05 -0.03 0.1178
H 2.257161 -2.828159 3.314675 -0.32 -0.09 -0.06 0.0925
H 1.545033 -3.949278 4.411610 -0.04 -0.19 -0.34 0.1271
```
Forces are in eV/Å.

Spin multiplicity: 1
Charge: -2
Highest occupied orbital energy (eV): -0.369
Strongest force on any atom (eV/Å): 6.575
ΔE to the lowest compared entry with this formula, charge and spin (kcal/mol): 47.55
HOMO-LUMO gap (eV): 5.43
LUMO energy (eV): 5.056
Energy (eV): -115681.8011

# 5
Computed, not measured: a molecular structure, C21H14F6MnNO6PS2, with the ωB97M-V functional and the def2-TZVPD basis.

Structure (XYZ):
```
52
Properties=species:S:1:pos:R:3:forces:R:3:lowdin_charge:R:1
Mn 0.078211 0.880284 1.173024 -0.16 -0.17 -0.18 0.9452
F 4.257478 0.868625 3.272494 -0.01 -0.01 -0.01 0.1499
C 3.596605 1.312259 2.240033 0.07 0.07 -0.06 -0.3585
F 4.213077 2.313551 1.645536 -0.02 -0.01 0.04 0.1170
F 0.528356 1.468398 2.736913 -0.08 0.08 0.05 -0.3116
S 3.042729 0.060664 1.074184 -0.15 0.13 -0.03 0.6619
O 1.808855 0.726086 0.461036 0.32 0.00 0.17 -0.4019
O 4.039275 -0.144867 0.088333 -0.05 -0.01 -0.03 -0.1903
N 2.694373 -1.133030 1.960072 0.01 -0.15 0.02 -0.2726
S 1.327980 -1.822048 2.324736 0.06 -0.03 0.00 0.6978
O 0.198735 -1.116346 1.694485 -0.04 0.16 0.03 -0.3469
O 1.359629 -3.225018 2.165259 -0.04 0.01 0.04 -0.1914
C 1.155991 -1.464630 4.159629 -0.10 -0.09 0.01 -0.6674
F 1.539749 -2.528060 4.835643 0.04 0.06 -0.04 0.1815
F -0.119506 -1.203881 4.417150 0.07 -0.02 -0.04 0.1620
F 1.897390 -0.421227 4.499428 -0.01 0.03 -0.02 0.1509
O -2.985564 0.514050 -1.276386 0.01 -0.07 0.06 0.1869
C -2.463900 1.191215 -0.447667 0.04 0.19 -0.05 -0.4958
O -1.487151 0.692701 0.355231 -0.04 -0.02 0.00 -0.1503
C -2.814683 2.628164 -0.214801 -0.03 -0.11 0.06 -0.1242
C -4.113431 3.021262 -0.499722 -0.01 -0.03 0.01 0.0214
C -4.495753 4.343324 -0.325680 0.03 0.03 0.01 -0.0194
C -3.574321 5.285887 0.108591 -0.02 -0.03 -0.01 -0.0334
C -2.266315 4.909362 0.374848 -0.04 0.01 0.00 -0.0608
C -1.887920 3.575424 0.228414 0.04 0.06 0.02 -0.2622
P -0.146689 3.170204 0.332316 0.13 -0.06 -0.05 1.1761
C 0.576927 3.183450 -1.304982 -0.08 0.05 0.03 -0.3276
C 0.517467 2.038834 -2.098677 0.01 -0.07 0.02 -0.0732
C 0.974371 2.087267 -3.404075 0.02 0.00 -0.03 -0.0362
C 1.482992 3.272066 -3.917254 0.00 0.01 0.01 -0.0368
C 1.528818 4.417529 -3.132336 0.00 -0.02 -0.01 -0.0466
C 1.074224 4.381898 -1.825784 -0.02 -0.02 0.03 -0.0723
C 0.693770 4.214640 1.484350 0.09 -0.03 -0.03 -0.3530
C 0.037927 4.638272 2.646667 -0.01 -0.02 0.03 -0.0774
C 0.736305 5.354798 3.599492 -0.02 -0.01 -0.01 -0.0398
C 2.086036 5.630498 3.410642 0.01 0.00 -0.01 -0.0293
C 2.746883 5.184617 2.272890 0.00 0.01 0.00 -0.0465
C 2.058856 4.468724 1.309975 -0.03 0.02 0.03 -0.0817
H -4.813533 2.276388 -0.852707 -0.01 0.01 0.00 0.1360
H -5.514260 4.639053 -0.537323 0.00 0.00 0.00 0.1227
H -3.867184 6.319627 0.232060 -0.01 0.00 0.00 0.1207
H -1.544675 5.653833 0.684678 -0.01 0.00 -0.01 0.1128
H 0.122875 1.105319 -1.714736 0.01 0.02 -0.02 0.1018
H 0.935858 1.197937 -4.017598 0.00 0.00 0.00 0.1222
H 1.843647 3.304868 -4.936425 0.00 0.00 0.00 0.1195
H 1.916039 5.341505 -3.539178 0.00 0.00 0.00 0.1181
H 1.098386 5.279499 -1.221888 0.01 0.01 0.01 0.1135
H -1.006010 4.400117 2.805909 0.01 0.01 0.01 0.1182
H 0.233011 5.690154 4.495782 0.00 0.00 0.00 0.1200
H 2.628859 6.188426 4.162034 0.00 0.00 0.00 0.1204
H 3.800526 5.388949 2.139763 -0.01 0.00 0.00 0.1212
H 2.575983 4.107282 0.432521 0.03 -0.02 -0.04 0.1094
```
Forces are in eV/Å.

Spin multiplicity: 5
Charge: +1
Highest occupied orbital energy (alpha / beta) (eV): -12.651 / -12.977
Strongest force on any atom (eV/Å): 0.361
ΔE to the lowest compared entry with this formula, charge and spin (kcal/mol): 69.29
HOMO-LUMO gap (alpha / beta) (eV): 6.11 / 8.44
LUMO energy (alpha / beta) (eV): -6.542 / -4.540
Energy (eV): -114354.4136

Which value of spin multiplicity does entry 1 give? 1

Which of these has the highest strongest force on any atom? number 4